1.
64
Properties=species:S:1:pos:R:3:mulliken_charge:R:1 method="wB97M-V/def2-TZVPD" lumo_energy_ev=0.65
O -3.3659 1.5509 1.2953 -0.354
O -0.9617 1.0986 1.8779 -0.621
O 0.0802 -3.4655 -0.3585 -0.808
N -1.5834 -3.4136 -2.0433 -0.119
N -1.3823 -1.2334 -3.7962 -0.688
N -0.0352 -1.4126 -3.4860 0.594
N 3.2186 2.0304 2.6444 0.073
C -0.9843 -0.7878 0.4113 0.775
C -1.8167 -1.7550 -0.1190 -0.538
C -0.5152 0.4467 -2.6856 -0.088
C 0.7051 -2.5904 -3.7783 -0.667
C -1.0581 -4.5398 -2.7912 0.163
C -3.1454 -1.4178 -0.4414 -0.391
C -4.7405 1.9094 1.2906 -0.929
C 3.2748 3.6292 2.4044 0.108
C 3.2805 4.3084 3.8545 -1.107
C 1.4881 1.5216 0.9979 0.243
C 2.6578 1.4422 1.4387 -0.608
C 0.6812 0.9009 2.1586 -0.278
C -3.8516 -0.1859 -0.0077 -2.034
C 2.2670 1.7359 3.6660 -1.509
C 0.4827 -0.4720 -2.6715 -0.126
C 0.8022 1.6971 3.5758 -0.492
C -1.7995 -5.6094 -2.9928 -2.643
C -2.9680 0.5196 0.8021 1.074
C -0.5452 -3.8049 -4.1393 -0.654
C -1.6474 -0.0214 -3.2065 -1.409
C -1.5133 0.3329 1.0383 0.005
C -1.0556 -2.7540 -1.0998 0.574
C 4.6415 3.7485 1.7715 -0.857
H 0.2031 -1.2570 0.5618 0.245
H -2.2539 -5.8413 -2.3106 0.880
H 3.0849 0.4087 1.6038 0.474
H -4.7286 -0.2131 -0.0915 1.182
H 1.2251 -2.4581 -4.8264 0.411
H -4.8929 2.9384 1.7510 0.214
H -2.7698 -5.0757 -3.7121 0.255
H -0.4710 1.4888 -1.9097 0.099
H -2.4072 0.3531 -3.3540 1.233
H 0.0482 1.3347 4.3472 0.447
H 2.5750 2.1280 4.5065 0.883
H -5.3563 1.2623 1.8340 0.391
H 2.2388 4.2472 4.1243 0.390
H -1.4222 -3.4073 -4.7428 0.284
H -2.2157 -2.9220 -2.3957 0.540
H 2.6064 0.5031 3.9911 0.317
H 1.4811 -0.5811 -2.0953 0.368
H -3.8217 -2.0422 -1.2149 0.161
H -0.2690 -4.8596 -2.3586 0.655
H 2.4651 3.8203 1.7602 0.387
H 0.1390 -4.4755 -4.8719 0.389
H 0.4767 2.7488 3.3525 0.149
H 3.4649 5.5453 3.2454 0.278
H 3.9367 3.9420 4.5968 0.334
H 1.1156 2.3837 0.7718 0.547
H 1.1064 0.8485 0.1916 -0.852
H -1.5494 -6.2463 -3.6845 0.547
H 3.5631 1.6945 0.5643 0.139
H 1.2493 -3.2421 -2.9838 0.254
H 4.6219 4.9012 1.7334 0.292
H 4.9202 3.2550 0.7858 0.344
H 0.6266 -0.1095 2.4380 0.567
H -5.0320 2.0903 0.1141 0.319
H 5.4312 3.4279 2.6676 0.188

2.
64
Properties=species:S:1:pos:R:3:mulliken_charge:R:1 method="wB97M-V/def2-TZVPD" lumo_energy_ev=0.59
O -1.0229 2.7719 -2.2802 -0.758
O 1.5414 1.8164 1.7191 -0.428
O -0.6956 -0.3236 1.6651 -0.676
N 0.8677 -1.4075 -2.6160 -0.193
N -2.2199 1.8086 -0.5863 0.158
N 0.0099 2.0568 -0.2232 0.205
N -0.9537 -1.0878 -0.3624 0.759
C 0.0906 -1.8973 -0.0464 -1.853
C 3.3785 2.5523 -1.9379 -0.614
C 4.1952 2.3900 -0.9993 -0.778
C -4.2338 0.1188 2.8709 -1.479
C -0.2895 -0.8677 -2.7463 -0.418
C 2.2129 -3.4865 -2.2636 -0.830
C -1.0435 2.0131 -1.1698 0.154
C -2.4495 0.8222 0.4605 0.600
C 2.3224 1.3061 2.8381 -0.472
C 2.2428 2.0841 0.5062 0.916
C 1.3908 2.2345 -0.6827 -0.036
C -3.6373 -0.0586 0.4445 -0.861
C -1.3183 -0.3427 0.5992 -0.384
C 1.3174 -1.5533 -0.9833 0.283
C 1.0357 -3.0041 -2.8660 -0.549
C -4.1108 -0.7073 1.7434 -0.636
C 3.6213 2.3344 0.2158 -0.177
C 1.8200 2.5206 -1.9645 -1.046
C 2.5039 -2.6245 -1.0458 -0.841
C -3.1428 0.8051 2.9998 0.160
C -1.3437 -0.8957 -1.7001 -1.225
C 2.6589 -0.2465 2.6436 -0.493
C -2.4776 1.5085 1.8711 -0.399
H -1.4330 1.9116 2.0540 0.130
H -0.2886 -3.0098 -0.5883 0.313
H 4.3270 1.8745 1.0009 0.147
H 0.0345 0.3518 -2.5734 -0.161
H 0.5794 -2.0829 0.7910 0.877
H -0.7692 -0.7702 -3.7493 0.482
H 2.1574 -3.3305 -0.1774 0.206
H 3.2491 -3.4742 -3.0318 0.232
H -3.2310 2.4679 1.5058 0.279
H 3.3432 1.9291 2.9137 0.252
H -0.1370 1.6576 0.8565 0.165
H 1.6980 -0.6663 -0.8252 0.503
H 1.6403 -0.6461 2.4115 -0.062
H -3.4391 -1.6561 1.7354 0.209
H 1.1467 2.4225 -2.5249 1.119
H 1.8080 1.3036 3.9429 0.307
H -3.5787 -0.7164 -0.4267 0.307
H -4.7186 -0.4519 3.4116 0.624
H -4.5293 0.7200 0.2520 0.346
H 2.2178 -4.5175 -2.3210 0.420
H 0.0699 -3.4706 -2.7972 0.365
H -5.1888 0.8279 2.6018 0.219
H 3.4491 -0.4142 1.6965 0.115
H -2.2351 0.0122 3.3250 0.003
H 1.0948 -2.9348 -4.1869 0.254
H 3.4696 -2.3047 -1.1922 0.553
H -1.7449 -1.9525 -1.9603 0.328
H 3.1763 -0.6710 3.5097 0.490
H 5.2591 2.3567 -1.2404 0.420
H 3.5778 2.8375 -3.1189 0.153
H -5.0279 -1.2013 1.5087 0.568
H -3.0205 1.4243 3.9582 0.366
H -3.0557 1.7883 -1.1253 0.481
H -2.1711 -0.2549 -1.7390 0.898

It turns out 2 is the most stable, with the second structure 0.2582 hartree higher.

1.
79
Properties=species:S:1:pos:R:3:mulliken_charge:R:1 method="wB97M-V/def2-TZVPD" lumo_energy_ev=0.10
Cl 21.4294 -31.7290 -18.2611 -0.089
Cl 20.8619 -34.0870 -16.6430 -0.093
Cl 22.3797 -34.3904 -19.0812 -0.102
Cl 19.5832 -33.7168 -19.2760 -0.078
F 13.0221 -20.7403 -14.1058 -0.294
F 29.1205 -29.0526 -23.1116 -0.285
F 29.4890 -20.0576 -17.2448 -0.290
F 17.1151 -30.5623 -14.0017 -0.296
F 31.9530 -24.3419 -8.0218 -0.290
O 24.9397 -22.9023 -13.6506 -0.569
O 23.9474 -28.3454 -13.2758 -0.536
C 27.1719 -27.5924 -19.7182 -0.295
C 14.8437 -30.6501 -14.0798 -0.434
C 27.2596 -28.9847 -19.8470 -0.523
C 29.3966 -18.8586 -21.2571 -0.370
C 23.4850 -24.7527 -14.1309 -0.566
C 15.9868 -31.0037 -13.4557 0.452
C 32.2248 -24.0931 -9.3036 0.366
C 23.2278 -26.1589 -13.9814 -0.390
C 27.6558 -26.7292 -20.6804 -0.393
C 28.2651 -18.7587 -20.4419 -0.400
C 28.3260 -19.1990 -19.1017 -0.335
C 32.3775 -24.9466 -11.5893 -0.395
C 28.0148 -29.4966 -20.9937 -0.297
C 28.4691 -28.6108 -21.9807 0.248
C 13.6355 -30.8872 -13.4018 -0.269
C 25.3475 -26.4354 -12.8831 -0.522
C 32.2258 -22.7891 -9.7410 -0.339
C 14.4270 -22.6505 -13.8503 -0.421
C 32.2273 -22.5388 -11.0998 -0.377
C 14.2372 -21.2937 -13.7186 0.414
C 32.2791 -23.6104 -12.0223 -0.412
C 28.3138 -27.1918 -21.7909 -0.294
C 30.6036 -19.8901 -19.3884 -0.332
C 15.5706 -23.2471 -13.2798 -0.357
C 16.0051 -31.6256 -12.1743 -0.485
C 32.3411 -25.1557 -10.1828 -0.359
C 29.5284 -19.7511 -18.5866 0.313
C 16.5916 -22.3982 -12.8336 -0.390
C 16.4457 -21.0418 -12.7889 -0.317
C 25.5927 -25.0740 -13.0604 -0.444
C 30.6080 -19.3895 -20.7191 -0.392
C 21.0260 -33.4780 -18.3253 0.361
C 13.6324 -31.6177 -12.1920 -0.451
C 14.8290 -32.0595 -11.6793 -0.313
C 24.6395 -24.2158 -13.6318 0.560
C 15.2380 -20.4200 -13.2832 -0.437
C 24.1688 -27.0084 -13.3878 0.439
H 22.7698 -24.0180 -14.4701 0.367
H 32.1648 -21.5284 -11.4760 0.359
H 12.7254 -30.6126 -13.9144 0.340
H 12.6853 -31.9182 -11.7688 0.348
H 14.8861 -32.6756 -10.7941 0.343
H 32.5084 -25.7385 -12.3119 0.384
H 32.0019 -21.9643 -9.0806 0.363
H 32.2512 -23.5048 -13.0968 0.346
H 16.8736 -31.8664 -11.5791 0.360
H 22.3657 -26.5816 -14.4758 0.352
H 14.8473 -30.1056 -15.0125 0.406
H 27.3810 -18.2228 -20.7542 0.345
H 29.3053 -18.5299 -22.2818 0.357
H 32.1933 -26.1766 -9.8629 0.354
H 26.4941 -24.5626 -12.7564 0.294
H 25.8381 -22.5813 -13.7579 0.324
H 13.5894 -23.2452 -14.1837 0.362
H 26.1372 -26.9622 -12.3680 0.375
H 15.0843 -19.3557 -13.1834 0.384
H 26.9539 -29.6350 -19.0407 0.376
H 23.0264 -28.5568 -13.1067 0.315
H 28.2393 -30.5507 -21.0640 0.385
H 17.1830 -20.3502 -12.4088 0.345
H 15.6397 -24.3249 -13.2754 0.369
H 31.5019 -20.2975 -18.9484 0.375
H 26.6418 -27.1168 -18.9064 0.357
H 17.5285 -22.8642 -12.5662 0.342
H 31.5122 -19.5318 -21.2922 0.361
H 27.5483 -18.9956 -18.3804 0.368
H 27.5938 -25.6658 -20.5024 0.345
H 28.7593 -26.5080 -22.4983 0.378

2.
79
Properties=species:S:1:pos:R:3:mulliken_charge:R:1 method="wB97M-V/def2-TZVPD" lumo_energy_ev=0.16
Cl -4.9502 16.4151 -12.0032 -0.073
Cl -7.7410 16.6497 -12.6952 -0.031
Cl -6.7662 17.8453 -10.2594 -0.090
Cl -5.9776 18.9826 -12.8165 -0.097
F -9.4493 19.2091 -10.2278 -0.145
F -12.8347 13.1353 -14.5237 -0.321
F -5.7612 10.9323 -16.3937 -0.287
F -0.1561 23.1011 -13.9936 -0.301
F -0.4127 21.6004 -9.2284 -0.320
O -1.8707 12.5390 -13.3072 -0.551
O -0.5319 17.9140 -13.6591 -0.406
C -6.2901 13.0015 -13.4807 -0.093
C -2.7260 18.1889 -9.7414 -0.551
C -4.0391 21.7893 -14.0629 -0.261
C -1.7734 18.3021 -8.7267 -0.455
C -7.6433 12.7684 -13.2437 -0.436
C -8.6012 20.6167 -8.5673 -0.261
C -11.7877 15.0712 -13.6582 -0.533
C -9.6211 20.3013 -9.4645 0.623
C -3.8342 23.1660 -13.9773 -0.732
C -3.0142 20.8673 -14.1049 -0.252
C -9.9148 22.4279 -7.7030 -0.431
C -10.7636 21.0738 -9.4949 -0.470
C -12.4016 14.2409 -11.0943 -0.363
C -0.9417 16.6149 -13.6446 0.026
C -11.5727 15.3274 -11.2969 -0.533
C -11.2696 15.7662 -12.5842 -0.330
C -2.8176 19.2802 -10.6163 0.712
C -12.4580 13.8757 -13.4698 0.371
C -0.6345 14.2863 -14.2650 -0.834
C -1.4413 22.7198 -14.0909 0.181
C -1.0693 19.4746 -8.5179 -0.659
C -1.5430 13.8629 -13.2739 0.467
C -0.3567 15.6352 -14.4302 -0.485
C -1.1536 20.4915 -9.4335 0.493
C -5.7160 12.4661 -14.6092 -0.252
C -8.3783 11.9564 -14.1232 -0.565
C -6.4063 11.6334 -15.4570 0.170
C -2.5210 23.6026 -13.9729 -0.247
C -1.8222 16.1551 -12.6920 0.541
C -1.7000 21.3710 -14.1613 -0.317
C -7.7647 11.4565 -15.2712 -0.386
C -2.0343 20.4130 -10.5096 -0.804
C -6.3792 17.5106 -11.9598 0.166
C -10.9007 22.1332 -8.6461 -0.359
C -8.7336 21.6962 -7.6883 -0.575
C -2.1864 14.8300 -12.4859 -0.304
C -12.8674 13.5148 -12.1902 -0.418
H -8.0909 21.9254 -6.8484 0.340
H -2.1132 12.2192 -12.4302 0.320
H -8.3290 10.8549 -15.9737 0.394
H -7.7415 19.9699 -8.4630 0.224
H -13.4068 12.5901 -12.0266 0.374
H -5.7039 13.7529 -12.9697 0.163
H 0.1966 18.0379 -14.2729 0.286
H -11.5210 15.3676 -14.6671 0.355
H -0.8614 20.6858 -14.1135 0.398
H -2.3352 24.6728 -13.9860 0.379
H -2.9544 14.5623 -11.7736 0.513
H 0.4095 15.8474 -15.1719 0.276
H -2.3822 16.7995 -12.0281 -0.267
H -5.0760 21.4628 -14.0418 0.211
H -10.0466 23.3247 -7.1109 0.345
H -4.6758 12.7502 -14.7438 0.416
H -3.1371 17.2097 -9.9263 0.453
H -4.6069 23.9137 -13.9011 0.426
H -11.5713 20.8721 -10.1912 0.381
H -3.1867 19.8029 -14.0559 0.519
H -10.6424 16.6155 -12.8139 0.565
H -9.3680 11.6163 -13.8564 0.433
H -11.2135 15.8655 -10.4271 0.436
H -1.5948 17.4334 -8.1038 0.369
H -8.2481 13.1398 -12.4245 0.464
H -2.1408 21.2677 -11.1638 0.482
H -0.2121 13.5009 -14.8746 0.403
H -12.7541 13.9817 -10.1061 0.386
H -3.6153 19.3188 -11.3519 -0.014
H -0.3943 19.5256 -7.6727 0.399
H -11.8168 22.7085 -8.6000 0.343

It turns out 2 is the most stable, with the second structure 0.0459 hartree higher.

1.
10
Properties=species:S:1:pos:R:3:mulliken_charge:R:1 method="wB97M-V/def2-TZVPD" lumo_energy_ev=0.29
O 0.4363 -2.6791 0.4471 -0.412
O 0.2730 1.8030 0.4643 -0.117
N 1.0274 0.6703 0.6563 -0.404
C 0.9230 -1.6781 -0.0120 -0.050
C -0.8488 1.4799 -0.1915 -0.339
C -0.8948 0.1471 -0.4195 -0.236
C 0.3329 -0.3080 0.1338 0.474
H -1.6542 -0.4317 -0.9206 0.359
H -1.5095 2.2929 -0.4579 0.431
H 1.8244 -1.7038 -0.6526 0.294

2.
10
Properties=species:S:1:pos:R:3:mulliken_charge:R:1 method="wB97M-V/def2-TZVPD" lumo_energy_ev="-0.50 / -0.30"
O 3.1037 -0.4937 0.6864 -0.432
O -3.1562 -0.3359 -0.2323 -0.294
N 2.0654 0.0368 0.3685 0.045
C -0.1688 0.1030 -0.3387 -0.235
C -0.9850 0.0375 0.8404 -0.626
C -2.2490 0.0269 0.3469 0.583
C 1.2162 0.1540 -0.6363 -0.067
H -0.5177 0.2266 1.7958 0.382
H 1.4923 0.3531 -1.6692 0.351
H -0.8010 -0.1082 -1.1615 0.293

3.
10
Properties=species:S:1:pos:R:3:mulliken_charge:R:1 method="wB97M-V/def2-TZVPD" lumo_energy_ev=0.11
O 1.6848 -1.0623 -0.0296 -0.173
O -2.1798 0.9917 -1.3174 -0.410
N 0.5345 -1.0879 -0.9149 -0.390
C -0.2130 -0.1124 -0.4873 0.469
C 0.3663 0.5980 0.5952 -0.244
C 1.5223 -0.0589 0.8375 -0.323
C -1.6705 0.0057 -0.8528 -0.011
H -0.0430 1.4586 1.0916 0.371
H -2.2627 -0.8752 -0.5316 0.294
H 2.2610 0.1426 1.6093 0.417

4.
10
Properties=species:S:1:pos:R:3:mulliken_charge:R:1 method="wB97M-V/def2-TZVPD" lumo_energy_ev=-0.56
O 0.2018 1.5254 -0.3842 -0.564
O -1.8376 1.5993 0.6694 -0.548
N 2.2478 -0.2150 0.2406 -0.415
C -0.1304 -1.0503 0.1255 -0.582
C -0.9731 1.1205 -0.0423 0.583
C -1.1929 -0.3351 -0.2576 -0.095
C 1.0508 -0.2169 0.1197 0.501
H 2.8909 0.3837 -0.2537 0.336
H -0.0899 -2.1204 0.3200 0.393
H -2.1674 -0.6912 -0.5374 0.392

It turns out 1 is the most stable, with the second structure 0.0064 hartree higher.

1.
10
Properties=species:S:1:pos:R:3:mulliken_charge:R:1 method="wB97M-V/def2-TZVPD" lumo_energy_ev=-0.84
O -0.4025 -0.2138 -2.5985 -0.419
O -0.9742 -1.1074 -0.0125 -0.491
N 0.2432 1.0906 0.5018 -0.244
C 0.3499 0.1131 1.3643 -0.529
C 0.1005 0.5554 -1.8245 0.152
C -0.4770 0.9722 -0.5135 0.178
C -0.3443 -1.0980 1.0468 0.254
H -0.2650 -2.0237 1.6358 0.379
H 0.8946 1.3133 -1.9557 0.283
H 0.9165 0.3333 2.2185 0.436

2.
10
Properties=species:S:1:pos:R:3:mulliken_charge:R:1 method="wB97M-V/def2-TZVPD" lumo_energy_ev=-0.10
O -1.4878 1.9623 -1.6089 -0.420
O -0.8769 -0.8207 0.2671 -0.259
N 0.3659 0.9588 0.7835 -0.411
C 0.3676 -1.2479 0.5270 -0.053
C 1.1234 -0.1794 0.8971 -0.342
C -0.7986 0.5486 0.3437 0.254
C -1.0096 1.0065 -1.0890 0.185
H 0.5545 -2.2944 0.3616 0.393
H -0.4127 0.2103 -1.6194 0.273
H 2.1742 -0.1439 1.1373 0.380

It turns out 2 is the most stable, with the second structure 0.0450 hartree higher.